# C6H32O11

A 12-piece molecular cluster, C6H32O11 overall (the ωB97M-V functional and the def2-TZVPD basis, the OMol25 dataset).

Geometry as ORCA input:
```
! wB97M-V def2-TZVPD RIJCOSX def2/J DEFGRID3
* xyz -1 2
C 0.11277 2.58661 -0.99812
C -0.80171 2.58592 -1.95299
C -0.03937 2.91729 0.45548
C 0.32632 1.67221 1.24070
C -0.01211 1.38758 2.49005
C -0.00654 0.03302 3.09712
H 1.13732 2.35568 -1.16940
H -0.40648 2.41176 -2.94560
H -1.85160 2.79485 -1.81050
H -1.10205 3.09957 0.65733
H 0.48465 3.79818 0.83621
H 0.77296 0.89570 0.63349
H -0.50163 2.16279 3.07279
H 0.18669 -0.82536 2.43384
H -1.00134 -0.07958 3.55814
H 0.63658 -0.20673 3.95218
H -1.32813 -3.80888 0.44083
H -0.15058 -4.75991 0.35237
O -0.84655 -4.48240 0.95852
H -2.85067 -3.45238 -1.34341
H -1.64154 -2.70788 -1.20509
O -2.49177 -2.81610 -0.69625
H 4.09134 1.66751 -1.81588
H 2.64806 2.10849 -1.42822
O 3.21980 1.35897 -1.60061
H 1.86620 4.56477 -1.15013
H 2.78986 4.34713 0.00961
O 2.77692 4.30805 -0.96473
H -3.39762 1.10495 1.12336
H -3.14130 1.11713 -0.25884
O -3.42718 1.75940 0.41033
H 1.06583 -2.70439 -3.43143
H -0.08323 -2.93698 -4.49178
O 0.85990 -2.77304 -4.35732
H -3.46004 -1.51880 0.59924
H -4.90374 -1.52892 0.25580
O -4.26801 -1.00095 0.74623
H -0.82076 -2.17534 2.95126
H -0.22874 -3.35457 2.21832
O -0.06932 -2.76913 2.99487
H 0.00710 -3.98085 -2.43786
H 0.71282 -2.74081 -1.65614
O -0.00374 -3.40418 -1.65738
H 3.80712 2.96823 1.66742
H 2.61335 2.22579 1.25278
O 2.86730 3.12181 1.51985
H 1.64127 -0.60852 -0.39204
H 2.52308 -1.50736 -1.23976
O 1.77326 -1.53312 -0.62910
*
```

Properties
* frontier orbital gap (spin up / spin down): 2.240 / 9.280 eV
* expectation value of S²: 0.75
* LUMO level (spin up / spin down): 2.2 / 2.2 eV
* HOMO energy (spin up / spin down): 0.0002 / -0.2611 Eh

# C5H11N3

One molecule with the formula C5H11N3 (the ωB97M-V functional and the def2-TZVPD basis, the OMol25 dataset).

Geometry as ORCA input:
```
! wB97M-V def2-TZVPD RIJCOSX def2/J DEFGRID3
* xyz 0 3
C 2.01100 -1.33343 0.09169
C 0.43917 -1.68210 -0.12551
C -0.36115 -0.57137 -0.50328
C -1.89591 1.15623 0.30930
C -1.58537 -0.29633 0.29723
N 2.25469 -0.13949 0.30223
N 1.29361 0.76550 0.38316
N 1.50754 1.85301 -0.35791
H 2.68855 -2.11198 0.03980
H 0.39226 -2.55497 -0.75456
H 0.22302 -2.20169 0.82597
H -0.40204 -0.17233 -1.62256
H -2.69453 1.32185 1.10101
H -2.38124 1.51484 -0.61749
H -0.86650 1.61838 0.60663
H -2.29715 -0.94847 -0.24419
H -1.55130 -0.73857 1.30837
H 2.12806 1.76936 -1.09987
H 1.09729 2.75154 0.06000
*
```

Properties
* frontier orbital gap (spin up / spin down): 6.760 / 9.198 eV
* expectation value of S²: 2.01
* LUMO level (spin up / spin down): 1.2 / -0.1 eV
* HOMO energy (spin up / spin down): -0.2047 / -0.3405 Eh

# C6H10N2

C6H10N2 as an isolated structure (the ωB97M-V functional and the def2-TZVPD basis, the OMol25 dataset).

Geometry as ORCA input:
```
! wB97M-V def2-TZVPD RIJCOSX def2/J DEFGRID3
* xyz 0 1
C -0.73727 -0.63410 -0.32779
C -0.37114 -1.03118 1.16633
C 0.81964 -0.76058 0.05783
C 1.54318 0.66370 -0.18575
C -0.18004 1.97158 0.40993
C -0.80318 0.97625 -0.58524
H -1.78679 -2.34596 -0.42800
H -0.54807 -2.19258 -2.00917
H -0.49871 -0.22661 1.87757
H -0.74535 -1.96552 1.59471
H 1.39785 -1.66651 -0.31044
H 2.08714 0.91663 0.80036
H 2.18189 0.33381 -0.86919
H 0.42680 1.48117 1.46659
H -0.51104 3.04059 0.68095
H -1.72117 1.30941 -1.23905
N -1.14877 -1.56445 -1.28003
N 0.59504 1.69436 -0.81960
*
```

Properties
* frontier orbital gap: 9.467 eV
* LUMO level: 0.8 eV
* HOMO energy: -0.3167 Eh

Maximum force per entry: 1.70 5.89 6.82 eV/A
ΔE to the lowest compared entry with this formula, charge and spin per entry: 0.00 47.11 695.88 kJ/mol